(1)
The following is a DFT calculation (wB97M-V/def2-TZVPD) of a structure of composition C2H8N3P at a distorted geometry.

ΔE to the lowest compared entry with this formula, charge and spin: 3.1205 eV
Total energy: -586.50001 Ha

```
14
Properties=species:S:1:pos:R:3:forces:R:3:nbo_charge:R:1
P 0.5435 0.7008 -1.7254 0.4 -0.8 0.9 1.48
N 0.5222 1.7887 -2.7860 -0.5 -0.8 0.6 -0.93
N -0.2515 -1.1478 -0.5578 0.9 1.2 -2.1 -0.69
N 1.9447 0.5330 -0.8418 -0.3 0.1 -0.2 -1.18
C -0.3923 -0.8703 0.8295 -0.3 0.4 0.7 -0.26
C -1.3040 0.2984 1.1976 0.2 -0.1 -0.1 -0.62
H -1.4249 0.3563 2.2773 -0.1 0.1 0.1 0.21
H -2.2847 0.1859 0.7345 0.0 0.0 0.0 0.21
H -0.7992 -1.7953 1.2684 0.1 0.1 0.1 0.21
H 0.5992 -0.7081 1.2629 -0.1 -0.1 0.1 0.18
H -0.8576 1.2275 0.8369 -0.1 0.1 0.0 0.21
H 2.7586 1.0364 -1.1625 0.0 0.0 0.1 0.42
H 2.1077 -0.3266 -0.3428 0.0 0.0 -0.1 0.42
H -1.1617 -1.2790 -0.9908 -0.1 0.1 0.0 0.35
```
Positions in Å, forces in eV/Å.



(2)
The following is a DFT calculation (wB97M-V/def2-TZVPD) of the ion C2H8N3S with charge +1 at a distorted geometry.

SMILES: CS/[N+](N)=C/N
ΔE to the lowest compared entry with this formula, charge and spin: 1.6784 eV
Total energy: -643.13991 Ha
Net charge: +1

```
14
Properties=species:S:1:pos:R:3:forces:R:3:nbo_charge:R:1
S -0.0288 -0.1368 -1.8128 -0.5 -0.3 0.5 0.49
N -0.0109 1.6356 0.4532 -0.4 -3.2 -0.4 -0.65
N -1.5962 -0.1750 1.8121 1.0 3.5 3.4 -0.70
N -0.5202 0.1876 -0.1951 1.9 3.5 0.9 -0.43
C 1.6784 -0.7546 -1.5715 -2.8 -2.0 -1.1 -0.72
C -1.2273 -0.5284 0.6515 -0.3 -2.7 -1.6 0.38
H 1.6783 -1.8066 -1.9043 0.1 0.3 0.9 0.25
H 1.0316 1.5616 0.4413 -1.2 0.0 -0.3 0.38
H -1.1226 0.6645 2.2025 -0.7 -0.3 -0.7 0.44
H 1.8949 -0.5588 -0.5790 1.0 0.0 1.8 0.23
H -1.5284 -1.5780 0.4532 0.2 0.9 -1.0 0.25
H -2.1763 -0.5864 2.5273 -0.1 -1.0 -0.7 0.45
H -0.3173 2.3430 -0.2105 0.0 -0.3 -0.3 0.39
H 2.2448 -0.2676 -2.2681 1.8 1.7 -1.4 0.24
```
Positions in Å, forces in eV/Å.



(3)
The following is a DFT calculation (wB97M-V/def2-TZVPD) of a cluster of 2 separate species, C2H8N4 in total at a distorted geometry.

SMILES: [H]/N=C/N.[H]/N=C/N
ΔE to the lowest compared entry with this formula, charge and spin: 1.2938 eV
Total energy: -299.98317 Ha

```
14
Properties=species:S:1:pos:R:3:forces:R:3:nbo_charge:R:1
N -0.0072 2.0148 1.5492 1.1 0.7 -0.2 -0.67
N 0.3076 -1.8152 -1.4200 0.0 -0.2 0.3 -0.71
N -1.3552 -0.6993 -0.2326 -0.6 -0.3 0.6 -0.87
N 0.7570 1.2200 -0.4822 1.5 -1.6 -0.3 -0.89
C -0.5562 -1.7874 -0.4807 -0.3 0.1 -1.0 0.28
C 0.9661 1.5965 0.8283 -2.3 0.6 0.2 0.28
H 0.9040 0.2176 -0.5600 0.6 0.2 -0.8 0.40
H 0.1631 1.5476 -1.2206 -0.5 0.7 0.7 0.41
H -1.0836 0.2694 -0.2015 0.2 -0.2 -0.3 0.42
H 0.6452 -2.7748 -1.5191 0.4 0.4 0.3 0.34
H 1.9627 1.4079 1.2066 0.3 0.0 0.0 0.15
H -0.7687 -2.6698 0.1197 -0.4 -0.1 0.0 0.15
H -2.3163 -0.8885 -0.0155 0.1 0.0 0.5 0.39
H 0.3813 2.3612 2.4285 -0.3 -0.3 0.2 0.33
```
Positions in Å, forces in eV/Å.



> ΔE to the lowest compared entry with this formula, charge and spin of number 2 (C2H8N3S)?

1.6784 eV



> Which of these has the highest ΔE to the lowest compared entry with this formula, charge and spin?

C2H8N3P